# 1
{"formula": "C20H31BrMoN2O6S2Si", "method": "wB97M-V/def2-TZVPD", "de_lowest_ev": 0.000, "homo_ev": [-8.418, -9.469], "charge": 0, "homo_lumo_gap_ev": [7.06, 7.80], "spin_multiplicity": 3, "s_squared": 2.063, "elements": ["Mo", "O", "S", "N", "N", "C", "C", "C", "C", "C", "O", "Si", "S", "O", "C", "C", "C", "C", "O", "C", "C", "C", "C", "H", "H", "H", "H", "H", "H", "H", "H", "H", "H", "H", "H", "H", "H", "H", "H", "H", "H", "H", "H", "H", "H", "H", "H", "H", "H", "H", "Br", "C", "C", "C", "C", "C", "C", "C", "O", "O", "H", "H", "H", "H"], "positions_angstrom": [[1.99, 0.62, 0.60], [5.88, 0.15, 1.42], [5.27, 1.19, 0.57], [3.77, 1.11, 0.41], [1.73, 2.76, 2.96], [1.81, 1.93, 2.16], [-2.56, -0.32, 1.76], [-1.05, -0.80, 1.80], [-0.48, -0.71, 3.19], [-0.97, -2.19, 1.16], [-0.26, 0.14, 0.95], [-0.85, 1.28, -0.14], [1.00, 2.09, -0.89], [-1.68, 2.36, 0.69], [-2.27, 3.65, 0.79], [-1.26, 4.59, 0.11], [-3.65, 3.58, 0.21], [-2.19, 3.92, 2.34], [-1.82, 0.69, -1.30], [-1.63, 0.12, -2.59], [-1.46, 1.31, -3.63], [-0.34, -0.71, -2.63], [-2.89, -0.64, -2.89], [-3.23, -1.08, 2.16], [-2.98, -0.17, 0.73], [-2.72, 0.62, 2.30], [-1.07, -1.18, 4.01], [-0.41, 0.32, 3.54], [0.58, -1.11, 3.17], [-1.57, -2.88, 1.75], [0.04, -2.53, 1.27], [-1.27, -2.21, 0.07], [-1.33, 4.50, -0.95], [-0.28, 4.37, 0.44], [-1.44, 5.60, 0.34], [-3.67, 3.61, -0.94], [-4.22, 4.48, 0.54], [-4.08, 2.65, 0.66], [-1.13, 3.85, 2.54], [-2.74, 3.05, 2.77], [-2.70, 4.80, 2.75], [-0.64, 1.94, -3.25], [-2.33, 1.94, -3.51], [-1.31, 1.00, -4.66], [0.59, -0.09, -2.62], [-0.36, -1.37, -3.51], [-0.19, -1.42, -1.81], [-3.77, 0.02, -2.68], [-3.02, -1.53, -2.22], [-2.91, -0.99, -3.90], [2.69, -4.18, 2.43], [3.45, -4.12, 0.71], [4.36, -5.14, 0.36], [4.83, -5.22, -0.93], [4.50, -4.32, -1.90], [3.69, -3.27, -1.53], [3.16, -3.13, -0.26], [2.50, -1.84, 0.05], [2.20, -1.40, 1.19], [2.29, -1.00, -0.89], [4.65, -5.85, 1.12], [5.42, -5.99, -1.28], [4.89, -4.43, -2.93], [3.45, -2.45, -2.21]]}

=====

# 2
{"formula": "C5H10", "method": "wB97M-V/def2-TZVPD", "de_lowest_ev": 2.444, "homo_ev": -9.588, "charge": 0, "homo_lumo_gap_ev": 10.69, "spin_multiplicity": 1, "smiles": "C=CC.C=C", "elements": ["C", "C", "C", "H", "H", "H", "H", "H", "H", "C", "C", "H", "H", "H", "H"], "positions_angstrom": [[-2.82, -1.89, 1.85], [-1.52, -1.87, 1.54], [-0.64, -1.66, 2.79], [-3.53, -1.73, 1.07], [-3.21, -1.78, 2.86], [-1.00, -1.64, 0.63], [0.16, -0.94, 2.55], [-1.24, -1.38, 3.70], [-0.06, -2.53, 3.08], [2.96, 2.55, -3.53], [1.68, 2.59, -3.16], [3.26, 2.04, -4.42], [3.70, 3.14, -3.01], [0.89, 2.12, -3.74], [1.35, 2.98, -2.21]]}

=====

# 3
{"formula": "C5H12N2O2", "method": "wB97M-V/def2-TZVPD", "de_lowest_ev": 2.676, "homo_ev": -7.450, "charge": 0, "homo_lumo_gap_ev": 8.11, "spin_multiplicity": 1, "elements": ["C", "C", "N", "C", "O", "H", "H", "H", "H", "H", "H", "H", "N", "C", "C", "O", "H", "H", "H", "H", "H"], "positions_angstrom": [[-1.15, 1.80, -0.60], [0.08, -1.72, -1.27], [-0.53, 0.63, -1.18], [-0.58, -0.58, -0.53], [-1.67, -0.87, 0.15], [0.31, 0.79, -1.71], [-0.62, 2.15, 0.30], [-2.17, 1.56, -0.31], [-1.17, 2.60, -1.34], [1.11, -1.48, -1.56], [0.07, -2.62, -0.66], [-0.49, -1.92, -2.18], [2.14, 0.23, 0.61], [0.13, 0.23, 2.00], [0.97, -0.41, 1.09], [-0.97, -0.28, 2.39], [-1.52, -0.70, 1.21], [1.98, 1.14, 0.20], [2.70, -0.33, -0.01], [0.36, 1.27, 2.27], [1.02, -1.49, 1.13]]}

=====

# 4
{"formula": "C5H10NOPb3", "method": "wB97M-V/def2-TZVPD", "homo_ev": -24.287, "charge": 5, "homo_lumo_gap_ev": 2.49, "spin_multiplicity": 1, "elements": ["Pb", "Pb", "Pb", "C", "O", "H", "H", "H", "C", "C", "C", "C", "N", "H", "H", "H", "H", "H", "H", "H"], "positions_angstrom": [[5.67, -0.64, -1.60], [2.08, 0.59, -3.34], [2.13, -3.06, -1.37], [2.58, 0.03, 0.22], [3.07, -0.61, -0.92], [3.30, 0.75, 0.60], [1.65, 0.50, -0.07], [2.33, -0.70, 1.00], [-1.88, 0.77, 1.93], [-2.05, 0.95, 0.47], [-2.37, -0.29, -0.43], [-1.14, -0.89, -1.06], [-0.24, -1.42, -1.56], [-1.04, 0.07, 2.01], [-2.75, 0.30, 2.39], [-1.48, 1.63, 2.46], [-1.07, 1.29, 0.13], [-2.80, 1.71, 0.27], [-3.02, 0.05, -1.23], [-2.95, -1.04, 0.12]]}

=====

# 5
{"formula": "C16H28F7N6O4S", "method": "wB97M-V/def2-TZVPD", "homo_ev": -11.816, "charge": 1, "homo_lumo_gap_ev": 8.67, "spin_multiplicity": 1, "smiles": "[H]/N=C(\\N)NCCCC[C@@H]1[C@@H](N)[C@H](CC(=O)O)[N@H+](S(=O)(=O)C(F)(F)C(F)(F)C(F)(F)F)[C@@H]1CNC", "elements": ["H", "N", "C", "N", "N", "C", "C", "C", "C", "C", "C", "N", "C", "C", "C", "O", "O", "N", "S", "O", "O", "C", "F", "F", "C", "F", "F", "C", "F", "F", "F", "C", "C", "N", "C", "H", "H", "H", "H", "H", "H", "H", "H", "H", "H", "H", "H", "H", "H", "H", "H", "H", "H", "H", "H", "H", "H", "H", "H", "H", "H", "H"], "positions_angstrom": [[-5.42, -1.38, -1.53], [-5.05, -0.55, -1.99], [-3.89, -0.74, -2.43], [-3.14, -1.92, -2.36], [-3.13, 0.32, -3.04], [-3.29, 1.64, -2.39], [-1.94, 2.31, -2.22], [-1.18, 1.74, -1.02], [0.09, 2.54, -0.67], [1.45, 1.79, -0.65], [1.56, 0.59, -1.61], [2.79, 0.52, -2.40], [1.44, -0.69, -0.73], [0.53, -1.82, -1.23], [1.21, -2.73, -2.25], [1.02, -3.90, -2.23], [2.09, -2.18, -3.11], [1.21, -0.19, 0.71], [-0.45, -0.22, 1.45], [-0.65, 1.04, 2.04], [-1.33, -0.85, 0.54], [-0.06, -1.43, 2.79], [0.99, -0.95, 3.45], [0.30, -2.57, 2.20], [-1.29, -1.61, 3.76], [-1.06, -0.84, 4.82], [-2.39, -1.20, 3.14], [-1.47, -3.08, 4.23], [-1.85, -3.85, 3.21], [-0.31, -3.53, 4.73], [-2.41, -3.10, 5.18], [1.94, 1.19, 0.66], [2.08, 2.04, 1.95], [3.42, 2.07, 2.50], [3.88, 0.81, 3.07], [-2.37, -1.90, -3.02], [-3.70, -2.75, -2.52], [-3.46, 0.41, -4.00], [-3.76, 1.48, -1.41], [-3.98, 2.28, -2.96], [-2.05, 3.39, -2.09], [-1.36, 2.12, -3.13], [-0.96, 0.69, -1.26], [-1.86, 1.72, -0.17], [-0.05, 3.05, 0.28], [0.20, 3.33, -1.42], [2.21, 2.54, -0.91], [0.73, 0.63, -2.32], [3.18, 1.43, -2.58], [3.52, -0.06, -1.99], [2.45, -1.12, -0.66], [-0.37, -1.39, -1.69], [0.20, -2.47, -0.43], [1.97, -1.23, -3.27], [1.76, -0.77, 1.35], [2.96, 0.84, 0.43], [1.40, 1.71, 2.73], [1.79, 3.06, 1.69], [4.08, 2.39, 1.79], [4.67, 1.00, 3.80], [3.06, 0.33, 3.59], [4.28, 0.09, 2.34]]}

=====

# 6
{"formula": "C3HCuLiO4", "method": "wB97M-V/def2-TZVPD", "de_lowest_ev": 0.967, "homo_ev": -10.419, "charge": 1, "homo_lumo_gap_ev": 4.75, "spin_multiplicity": 1, "elements": ["O", "C", "O", "Cu", "O", "H", "C", "C", "O", "Li"], "positions_angstrom": [[1.55, -0.95, 0.41], [1.40, 0.25, 0.33], [2.40, 1.08, 0.25], [3.25, -2.55, 0.24], [0.23, 0.85, 0.17], [2.28, 1.71, -0.50], [-0.84, 0.12, -0.25], [-2.08, 0.07, -0.31], [-3.25, -0.29, -0.43], [-4.94, -0.28, 0.09]]}

=====

Number 1: F_max 2.45 eV Å⁻¹. Number 2: F_max 4.20 eV Å⁻¹. Number 3: F_max 0.40 eV Å⁻¹. Number 4: F_max 5.41 eV Å⁻¹. Number 5: F_max 0.87 eV Å⁻¹. Number 6: F_max 1.82 eV Å⁻¹.